1.
Computed, not measured: a cluster of 2 separate species, C4H10FN2O in total at a distorted geometry, with ωB97M-V/def2-TZVPD.

Element x y z (Å)
C1 0.9773 -0.1483 0.8968
C2 -1.7437 1.1801 -0.6123
C3 -0.1987 -0.3820 -1.9832
C4 -0.3777 0.8105 -1.0308
N1 1.8727 0.5347 1.5227
N2 0.3960 -1.2344 1.3464
O1 0.8712 -2.2505 2.1540
F1 0.5217 1.7707 -1.3129
H1 -2.3346 1.1436 -1.4939
H2 -1.6469 2.1484 -0.1792
H3 -1.9618 0.4478 0.1120
H4 -0.8806 -1.2640 -1.7431
H5 -0.6266 0.0556 -2.8977
H6 0.8923 -0.5923 -1.9615
H7 1.9649 1.5619 1.2226
H8 2.3280 0.1995 2.3382
H9 -0.3393 -1.5752 0.7508
H10 0.2858 -2.4060 2.8709

Calculated values
HOMO level = -0.5152 Ha
E_tot = -442.6246 Eh
Kohn-Sham gap = 9.2 eV
ΔE to the lowest compared entry with this formula, charge and spin = 2.124 eV
Total charge = +1

natural (NBO) atomic charge list, values in e, 8 entries: number 1, C, carries 0.332; number 2, C, carries -0.738; number 3, C, carries -0.732; number 4, C, carries 0.756; number 5, N, carries -0.768; number 6, N, carries -0.308; number 7, O, carries -0.534; number 8, F, carries -0.305

***

2.
Computed, not measured: a cluster of 3 separate species, C4H10FNO3S in total at a distorted geometry, with ωB97M-V/def2-TZVPD.

Element x y z (Å)
O1 1.0175 -2.4664 0.5993
S1 1.3665 -2.1919 1.9409
O2 0.4776 -1.5236 2.8397
O3 2.5456 -2.6935 2.4763
C1 1.7853 0.5778 -0.0484
C2 0.8091 1.1920 -0.7828
N1 -0.4053 0.9209 -1.2516
C3 -1.0250 1.8332 -2.0626
C4 -1.0644 -0.4189 -1.0355
H1 2.5342 1.1827 0.4636
H2 1.7858 -0.4027 0.4202
H3 1.1734 2.1603 -1.1573
H4 -0.8268 2.8156 -1.6846
H5 -0.7379 1.8166 -3.1419
H6 -2.0556 1.5436 -2.0088
H7 -1.0804 -0.4311 0.0098
H8 -2.0322 -0.4066 -1.6513
H9 -0.5794 -1.2764 -1.4441
F1 -2.2388 -1.1008 3.5191
H10 -1.4492 -1.1308 4.0000

Calculated values
HOMO level = -0.2861 Ha
E_tot = -936.8159 Eh
Kohn-Sham gap = 6.9 eV
ΔE to the lowest compared entry with this formula, charge and spin = 2.410 eV

natural (NBO) atomic charge list, values in e, 8 entries: number 1, O, carries -0.814; number 2, S, carries 2.478; number 3, O, carries -0.848; number 4, O, carries -0.822; number 5, C, carries -0.587; number 6, C, carries 0.059; number 7, N, carries -0.413; number 8, C, carries -0.378

***

3.
Computed, not measured: an isolated molecule of C4H10FP at a distorted geometry, with ωB97M-V/def2-TZVPD.

Element x y z (Å)
C1 -2.1640 0.3030 0.0811
P1 -0.7808 1.4862 -0.1216
C2 0.8199 0.2397 -0.0235
C3 1.3382 -0.1925 -1.4133
C4 0.6572 -0.8804 0.9509
F1 1.7169 1.2012 0.4529
H1 -2.5935 0.3451 -1.0101
H2 -2.9456 0.7104 0.8744
H3 -1.7406 -0.6392 0.6019
H4 -0.4262 1.5947 1.3187
H5 1.3244 0.7878 -2.1352
H6 2.4385 -0.6530 -1.4490
H7 0.5604 -0.9309 -1.7152
H8 0.3505 -0.3285 1.9409
H9 1.6338 -1.3719 0.9773
H10 -0.1889 -1.6718 0.6697

Calculated values
HOMO level = -0.3411 Ha
E_tot = -599.5432 Eh
Kohn-Sham gap = 10.1 eV
ΔE to the lowest compared entry with this formula, charge and spin = 1.304 eV

natural (NBO) atomic charge list, values in e, 8 entries: number 1, C, carries -0.995; number 2, P, carries 0.513; number 3, C, carries 0.187; number 4, C, carries -0.668; number 5, C, carries -0.685; number 6, F, carries -0.399; number 7, H, carries 0.245; number 8, H, carries 0.249

***

4.
Computed, not measured: a structure of composition C4H10HoO2 at a distorted geometry, with ωB97M-V/def2-TZVPD.

Element x y z (Å)
H1 3.3125 1.2996 -1.4461
C1 0.8883 1.8378 -2.5196
O1 0.6457 0.7481 -1.6356
C2 1.7379 -0.1613 -1.4690
C3 3.0001 0.4330 -2.0450
H2 0.0179 2.5028 -2.5344
H3 1.7543 2.4064 -2.1541
H4 1.0642 1.4897 -3.5465
H5 1.5565 -1.2232 -1.6902
H6 2.8978 0.7146 -3.1028
H7 3.7942 -0.3234 -2.0025
H8 1.9844 -0.4076 -0.3744
C4 -0.7844 -2.6529 -0.3155
O2 -1.1992 -1.6457 -0.8848
Ho1 -1.4178 0.7130 -0.2644
H9 -1.2616 -3.6277 -0.5007
H10 0.1364 -2.6126 0.2915

Calculated values
HOMO level (alpha / beta) = -0.5887 / -0.6639 Ha
2S+1 = 6
E_tot = -1256.1720 Eh
Kohn-Sham gap (alpha / beta) = 6.8 / 7.9 eV
ΔE to the lowest compared entry with this formula, charge and spin = 0.000 eV
Total charge = +2

natural (NBO) atomic charge list, values in e, 8 entries: number 1, H, carries 0.230; number 2, C, carries -0.275; number 3, O, carries -0.672; number 4, C, carries -0.097; number 5, C, carries -0.659; number 6, H, carries 0.196; number 7, H, carries 0.226; number 8, H, carries 0.231

***

5.
Computed, not measured: a cluster of 2 separate species, C4H10I2Si in total at a distorted geometry, with ωB97M-V/def2-TZVPD.

Element x y z (Å)
C1 1.3885 0.5093 -0.1723
C2 -0.3388 0.1288 -2.0257
C3 -0.9205 -0.7339 2.4284
C4 0.2002 -0.3466 -0.6764
Si1 -1.2230 -0.5902 0.5901
I1 -3.1672 2.1046 -0.3308
I2 -2.5974 -2.5627 -0.0033
H1 1.3909 1.6436 -0.2590
H2 1.5775 0.3827 0.8435
H3 2.3356 0.3257 -0.7052
H4 0.6325 0.1314 -2.7581
H5 -0.7611 1.1822 -1.9721
H6 -1.0225 -0.5077 -2.4653
H7 -1.0144 0.0800 3.0227
H8 -1.4662 -1.6529 2.6563
H9 0.0916 -1.0329 2.6356
H10 0.4902 -1.3150 -0.7896

Calculated values
HOMO level = -0.3118 Ha
E_tot = -1043.2794 Eh
Kohn-Sham gap = 7.0 eV
ΔE to the lowest compared entry with this formula, charge and spin = 2.713 eV

natural (NBO) atomic charge list, values in e, 8 entries: number 1, C, carries -0.624; number 2, C, carries -0.602; number 3, C, carries -1.188; number 4, C, carries -0.698; number 5, Si, carries 1.421; number 6, I, carries -0.494; number 7, I, carries -0.168; number 8, H, carries 0.233

***

6.
Computed, not measured: the ion C4H10N with charge +1 at a distorted geometry, with ωB97M-V/def2-TZVPD.

Element x y z (Å)
C1 -2.4957 -0.3169 0.1741
C2 -1.1573 0.5042 -0.2565
C3 0.1253 -0.1401 -0.0940
N1 1.2882 0.3781 -0.0932
C4 2.6650 -0.2325 0.2043
H1 -3.2420 0.0841 0.9107
H2 -2.2554 -1.3080 0.6495
H3 -3.1122 -0.5303 -0.6704
H4 -1.1873 1.5561 0.0877
H5 -1.2034 0.6418 -1.4012
H6 0.2305 -1.1501 0.0377
H7 1.4740 1.4251 -0.2778
H8 2.6638 -1.3486 0.3523
H9 3.2716 0.0373 -0.6291
H10 2.9348 0.3998 1.0059

Calculated values
HOMO level = -0.5977 Ha
E_tot = -212.8644 Eh
Kohn-Sham gap = 11.9 eV
ΔE to the lowest compared entry with this formula, charge and spin = 1.523 eV
Total charge = +1

natural (NBO) atomic charge list, values in e, 8 entries: number 1, C, carries -0.617; number 2, C, carries -0.523; number 3, C, carries 0.308; number 4, N, carries -0.411; number 5, C, carries -0.399; number 6, H, carries 0.257; number 7, H, carries 0.224; number 8, H, carries 0.237

***

Question: E_tot of number 5 (C4H10I2Si)?
Answer: -1043.2794 Eh

***

Question: What is the formula in the sixth record?
Answer: C4H10N